81
Properties=species:S:1:pos:R:3:forces:R:3:lowdin_charge:R:1 method="wB97M-V/def2-TZVPD" e_above_lowest_kj_mol=487.3 gap_ev=6.96 e_homo_ha=-0.290 fmax_ha_per_bohr=0.0900 charge=0
Pb -0.45659 0.87268 2.01435 0.119 1.720 -0.599 1.58
K 0.85182 -3.15245 3.15765 -0.292 0.696 -0.185 0.89
B -0.21798 -0.37219 4.38991 0.147 -0.420 0.755 -0.52
H -0.91454 0.42543 4.18300 -2.575 2.986 -0.287 -0.10
H 0.02037 -0.29222 5.43922 1.087 0.134 3.894 -0.03
H -0.79647 -1.26079 4.18998 -2.019 -3.883 -0.957 -0.06
H 0.64703 -0.26121 3.75453 3.625 0.040 -2.068 -0.08
B -0.46827 2.70233 0.02286 0.177 0.271 -0.425 -0.48
H -1.23308 1.94149 0.00208 -3.252 -3.037 -0.722 -0.08
H 0.51719 2.26828 -0.04587 3.839 -1.963 -0.531 -0.07
H -0.56610 3.49830 -0.69902 -0.645 2.844 -2.738 -0.04
H -0.51549 3.09829 1.02547 -0.285 2.087 4.121 -0.09
B 0.17460 -1.34523 0.83222 0.128 -0.638 -0.242 -0.60
H -0.00148 -0.55683 0.11691 -0.419 2.782 -2.874 -0.04
H 0.89591 -1.02301 1.56717 2.933 0.859 2.713 -0.11
H -0.76812 -1.50283 1.33290 -3.583 -1.082 2.083 -0.07
H 0.50599 -2.22916 0.30965 1.313 -3.517 -1.891 -0.03
C 0.91992 2.53295 5.05561 0.061 0.200 0.971 -0.10
O 0.74625 2.87211 3.71292 -1.732 -0.575 0.378 -0.24
C 1.81790 3.38413 3.05016 1.192 0.930 -1.555 -0.23
C 2.81695 2.33243 2.60235 -1.039 1.024 -0.198 -0.17
O 2.06507 1.33185 1.89497 2.569 -1.141 0.553 -0.29
C 3.00747 0.45183 1.23347 -0.257 0.022 -1.174 -0.08
H 1.21443 3.41854 5.61872 0.480 0.149 0.084 0.10
H 1.62140 1.71071 5.19674 0.130 0.028 0.019 0.09
H -0.02315 2.23279 5.51237 -0.077 -0.179 -0.531 0.09
H 2.35367 4.18357 3.56198 0.129 -0.017 0.735 0.13
H 1.44031 3.90178 2.16835 -0.312 -0.305 -0.215 0.13
H 3.39185 2.04625 3.48309 0.035 -1.038 -0.128 0.13
H 3.48753 2.83508 1.90536 0.241 -0.093 -0.090 0.13
H 3.67698 1.08237 0.64842 0.242 -0.064 0.063 0.10
H 2.54875 -0.24237 0.52936 -0.807 0.680 -0.061 0.05
H 3.58173 -0.27957 1.80212 0.109 0.601 1.157 0.10
C 3.67469 -0.81770 -2.50105 0.123 0.741 0.310 -0.12
O 2.56778 -0.52182 -3.28714 -0.001 -0.372 -1.216 -0.16
C 1.60470 0.16742 -2.56124 -1.383 0.702 0.302 -0.22
C 0.50370 0.71749 -3.44363 -0.506 -0.579 -1.028 -0.16
O -0.15708 -0.34487 -4.14975 -0.708 -0.084 0.466 -0.18
C -1.27792 -0.92836 -3.45966 0.452 0.091 -0.701 -0.09
H 3.33772 -0.90133 -1.46782 0.293 -0.365 0.339 0.06
H 4.34009 0.04377 -2.55763 0.517 0.011 0.224 0.09
H 4.20504 -1.71579 -2.81767 -0.240 -0.020 -0.187 0.09
H 1.99608 1.03426 -2.02878 0.401 0.067 0.339 0.13
H 1.15118 -0.52614 -1.85315 -0.064 0.046 0.431 0.10
H 0.89334 1.41863 -4.18165 0.488 -0.424 -0.439 0.12
H -0.23926 1.36831 -2.98261 0.039 -0.320 1.044 0.12
H -1.75324 -1.66942 -4.10232 0.119 0.390 -0.590 0.07
H -2.01052 -0.15967 -3.21367 -0.049 0.069 0.266 0.09
H -1.04772 -1.55599 -2.59874 0.559 0.493 0.569 0.07
C -1.28912 -2.29961 -7.17997 0.707 -0.746 0.170 -0.08
O -0.50977 -2.59979 -6.04594 -0.696 1.443 0.387 -0.20
C -0.25596 -3.92733 -5.79548 1.319 0.080 0.018 -0.23
C 0.11296 -4.09596 -4.33037 -0.077 0.852 -0.391 -0.20
O 1.06882 -3.14060 -3.86120 -0.018 -1.332 -0.149 -0.16
C 1.24697 -3.39086 -2.47419 -0.135 0.538 -0.409 -0.11
H -1.43453 -1.22172 -7.25154 -0.063 -0.151 0.243 0.09
H -2.22312 -2.85652 -7.10514 -0.376 0.185 -0.268 0.09
H -0.73069 -2.64008 -8.05194 -0.178 0.020 -0.484 0.08
H 0.60923 -4.22362 -6.38856 0.308 -0.271 -0.285 0.12
H -1.05953 -4.60562 -6.08236 -0.439 -0.075 0.214 0.12
H 0.50608 -5.11054 -4.26579 -0.099 -0.282 0.560 0.12
H -0.77640 -3.91198 -3.72764 -0.332 -0.568 0.171 0.12
H 1.55882 -4.40833 -2.23836 0.329 -0.300 -0.263 0.08
H 0.28427 -3.27025 -1.97744 -0.046 0.304 0.364 0.07
H 1.98537 -2.67906 -2.10515 -0.236 -0.099 0.029 0.07
C -2.11257 3.76750 3.95637 -0.277 0.882 1.178 -0.12
O -2.21685 2.47981 3.45034 -0.750 -1.491 -1.165 -0.27
C -3.47778 1.78356 3.68279 0.888 1.292 1.428 -0.13
C -3.55519 0.38841 3.11436 0.616 -0.050 0.304 -0.20
O -2.91226 0.45163 1.87260 -0.326 -0.509 -0.442 -0.32
C -3.23180 -0.59678 0.96802 -0.568 1.114 -0.689 -0.07
H -1.30648 4.33558 3.49203 -0.109 -0.439 -0.284 0.10
H -1.92033 3.75117 5.02915 0.392 -0.247 0.370 0.09
H -3.02143 4.36887 3.93584 -0.427 -0.138 -0.739 0.09
H -4.29343 2.41772 3.33544 -0.038 -0.016 -0.241 0.13
H -3.53410 1.71017 4.76885 -0.481 -0.086 0.255 0.13
H -4.59528 0.06286 3.09626 -0.379 0.321 -0.603 0.13
H -3.08989 -0.39542 3.71203 0.457 0.256 0.386 0.12
H -4.30200 -0.46506 0.80859 -0.236 -0.846 -0.079 0.10
H -2.89126 -1.58793 1.26760 -0.248 0.080 0.207 0.09
H -2.76319 -0.30433 0.02834 0.217 -0.266 0.020 0.10



80
Properties=species:S:1:pos:R:3:forces:R:3:lowdin_charge:R:1 method="wB97M-V/def2-TZVPD" e_above_lowest_kj_mol=403.9 smiles=COC[C@H](C)N.COC[C@H](C)N.COC[C@H](C)N.COC[C@H](C)N.O.O.O.O gap_ev=9.62 e_homo_ha=-0.341 fmax_ha_per_bohr=0.1153 charge=0
C -2.72641 5.23678 6.59117 1.939 0.523 -1.202 -0.14
O -3.41246 5.29093 7.75322 -0.475 -0.349 1.210 -0.17
C -4.67576 4.72286 7.70886 -0.862 2.264 -1.726 -0.24
C -5.30392 5.02422 9.00348 -3.668 -4.611 0.660 -0.51
C -5.73966 6.34875 9.41926 1.427 2.796 0.118 -0.07
N -4.55871 4.35699 10.06208 1.010 1.023 0.061 0.06
H -1.70564 5.45453 6.90536 0.294 -0.108 -0.571 0.10
H -3.02031 6.00251 5.87327 -0.274 0.211 -0.133 0.09
H -2.75468 4.28192 6.06624 -0.090 -0.360 0.159 0.09
H -5.30184 5.24328 6.98411 -0.042 0.524 -0.658 0.13
H -4.70668 3.71900 7.28528 0.343 -0.654 0.894 0.13
H -6.24916 4.48753 8.92241 -0.445 -0.535 -0.034 0.14
H -6.07239 6.42974 10.45407 -0.168 -0.597 -0.126 0.09
H -6.44588 6.87860 8.78004 -0.050 -0.383 -0.191 0.09
H -4.81986 6.93334 9.40071 0.059 0.763 0.096 0.08
H -3.73289 4.87260 9.79329 1.462 0.137 1.473 0.06
H -4.24991 3.45766 9.72158 -0.458 -0.644 -0.032 0.07
C -2.72948 2.73336 -4.33887 -1.294 -0.414 -0.235 -0.13
O -3.05805 3.94653 -3.71559 -0.191 0.957 0.487 -0.20
C -3.15384 5.10582 -4.54729 0.235 -0.363 -1.647 -0.16
C -4.49334 5.18904 -5.36825 0.878 0.194 0.106 -0.43
C -4.54774 5.65587 -6.81890 -0.139 -0.894 -0.522 -0.08
N -5.40779 6.09913 -4.70047 -0.187 -0.559 0.896 0.03
H -1.80540 2.67674 -4.91414 0.488 0.386 0.459 0.09
H -3.49750 2.44166 -5.05521 -0.292 0.055 -0.301 0.07
H -2.82736 1.97961 -3.55760 0.619 -0.013 -0.023 0.09
H -2.99804 6.01539 -3.96720 -0.115 -0.231 0.326 0.12
H -2.31757 5.01612 -5.24060 0.153 0.327 -0.328 0.11
H -4.75709 4.13163 -5.38863 -0.707 -0.193 0.128 0.11
H -4.50265 6.73426 -6.97096 0.706 -0.134 0.107 0.08
H -5.53747 5.39645 -7.19472 -0.476 0.069 0.284 0.07
H -3.96811 5.02456 -7.49237 0.769 0.486 -0.002 0.07
H -6.35077 5.85761 -4.96986 -0.288 0.178 -0.099 0.07
H -5.35851 5.90476 -3.71058 -0.159 0.142 0.371 0.07
C 5.23384 -9.04286 0.82684 -0.736 -0.357 -1.084 -0.12
O 4.72730 -8.51762 2.02555 1.705 1.621 -0.653 -0.19
C 3.53606 -9.03016 2.52022 -0.148 -1.838 -0.419 -0.22
C 2.20418 -8.52914 1.81778 0.252 1.522 2.182 -0.35
C 1.99574 -7.01423 2.34074 0.153 -1.222 -0.816 -0.06
N 0.99483 -9.33180 2.13675 1.359 0.096 -0.117 0.02
H 4.56001 -8.81814 0.00007 -0.392 -0.236 -0.158 0.08
H 5.39736 -10.12027 0.85054 -0.269 -0.290 0.308 0.09
H 6.17232 -8.64551 0.44026 0.195 0.632 1.048 0.08
H 3.67575 -10.11045 2.48072 -0.804 -0.588 -0.550 0.11
H 3.70070 -8.90990 3.59098 -1.192 0.845 0.234 0.13
H 2.28376 -8.57452 0.73163 0.454 0.171 0.083 0.12
H 0.96825 -6.69762 2.16148 0.052 0.120 -0.364 0.06
H 2.70761 -6.33004 1.87897 -0.092 0.039 -0.047 0.07
H 2.12874 -6.94145 3.42015 0.172 -0.314 0.065 0.07
H 0.69201 -9.05604 3.05998 -0.332 -0.088 0.104 0.06
H 0.30654 -9.02406 1.46471 -0.376 -0.108 0.182 0.06
C 5.48536 -0.65581 -7.79153 -0.309 -0.118 0.409 -0.11
O 4.62986 -1.67889 -7.25698 1.082 0.306 0.575 -0.21
C 4.94322 -1.90172 -5.84075 -0.967 -0.336 -1.198 -0.19
C 3.90797 -2.92713 -5.36133 0.724 -0.937 0.969 -0.39
C 3.85582 -3.12542 -3.81290 0.253 -0.001 0.118 -0.07
N 4.10671 -4.28593 -5.97013 -0.455 0.976 -0.388 0.03
H 6.51552 -0.72973 -7.44311 0.116 -0.285 0.245 0.08
H 5.11135 0.31258 -7.45920 -0.017 0.226 -0.151 0.08
H 5.54796 -0.68604 -8.87931 -0.493 -0.219 0.051 0.08
H 5.96714 -2.27353 -5.80268 0.138 0.031 0.370 0.12
H 4.80997 -0.96933 -5.29214 0.228 0.184 0.088 0.12
H 2.97199 -2.48933 -5.70828 -0.259 -0.504 -0.049 0.13
H 4.83592 -3.33983 -3.38681 0.338 0.024 -0.256 0.07
H 3.25455 -3.97476 -3.48854 -0.160 -0.184 -0.654 0.07
H 3.46798 -2.31988 -3.18939 -0.006 0.541 -0.548 0.07
H 5.00737 -4.69670 -5.76962 0.268 0.166 0.881 0.06
H 4.21643 -4.14500 -6.96421 -0.482 0.131 -0.457 0.05
O 2.86570 5.39094 -1.08546 0.194 0.152 0.007 -0.05
H 2.23630 5.47241 -1.80202 -0.138 0.043 -0.188 0.03
H 2.50729 4.69975 -0.52864 -0.058 -0.219 0.191 0.03
O 4.43801 -1.67388 3.49222 -0.246 0.051 -0.075 -0.05
H 5.07103 -2.24964 3.06326 0.131 -0.168 -0.145 0.03
H 4.91597 -1.30150 4.23325 0.083 0.127 0.202 0.03
O 1.45266 0.96251 1.13344 0.094 0.204 -0.144 -0.06
H 1.81709 0.24175 1.64719 0.191 -0.191 0.158 0.03
H 0.50663 0.81840 1.15521 -0.272 -0.004 -0.006 0.03
O -3.94709 1.10533 1.29750 0.225 -0.057 0.066 -0.05
H -4.75061 0.88436 1.76840 -0.179 -0.083 0.152 0.03
H -4.24622 1.58003 0.52200 -0.028 0.145 -0.224 0.03



78
Properties=species:S:1:pos:R:3:forces:R:3:lowdin_charge:R:1 method="wB97M-V/def2-TZVPD" e_above_lowest_kj_mol=520.1 smiles=CCO.CCO.CCO.CCO.CCO.CCO.CO.CO.CO.CO gap_ev=9.76 e_homo_ha=-0.350 fmax_ha_per_bohr=0.0703 charge=0
C -2.23708 -2.50041 0.13237 0.808 0.982 -0.486 -0.05
C -2.03008 -1.23041 1.00337 1.042 -3.194 0.206 -0.27
O -2.58808 -1.54841 2.25737 -2.621 1.750 -1.471 -0.03
H -1.67408 -3.35241 0.49737 0.415 0.110 0.159 0.07
H -1.99208 -2.32541 -0.92363 0.081 0.095 0.144 0.05
H -3.24908 -2.81641 0.16137 -1.197 0.000 0.131 0.06
H -2.46008 -0.38541 0.59837 -1.598 1.756 -0.832 0.06
H -0.98008 -0.95041 1.05137 0.261 -0.321 0.364 0.09
H -1.93808 -1.82741 2.82737 2.540 -1.101 1.909 0.01
C 2.40592 -3.03641 1.98537 0.733 0.977 -0.449 -0.10
C 1.05392 -3.57841 1.63137 -1.442 1.348 -0.712 -0.27
O 0.10292 -3.16041 2.66737 0.567 -0.749 -0.668 -0.11
H 3.05992 -3.05241 1.09537 -0.220 0.178 0.281 0.07
H 2.85992 -3.67141 2.70237 0.538 -0.534 0.975 0.06
H 2.38692 -1.97941 2.41637 -0.189 -1.369 -0.729 0.08
H 1.05192 -4.69941 1.48937 -0.181 1.264 0.402 0.13
H 0.73392 -3.08941 0.64037 0.233 -0.908 1.189 0.11
H 0.42592 -2.32741 3.06137 -0.165 -0.403 -0.213 0.03
C -0.18008 5.15959 0.78337 -0.334 0.898 -1.298 -0.08
C -0.19208 3.66259 0.47537 -0.425 0.422 1.289 -0.35
O 1.09992 3.12559 0.58437 0.361 -0.725 0.109 -0.10
H 0.60892 5.60959 0.15537 -0.219 -0.134 0.123 0.07
H 0.08092 5.46359 1.80537 -0.260 -0.589 -0.085 0.07
H -1.12908 5.69759 0.47437 0.901 -0.822 0.475 0.08
H -0.51308 3.37459 -0.51063 -0.795 0.695 -0.626 0.08
H -0.81308 3.09359 1.18537 -0.380 0.410 -0.095 0.11
H 0.85092 2.18959 0.45337 1.260 -0.134 0.188 0.03
C 1.61292 -2.61241 -3.28363 -0.931 -1.960 -1.078 -0.08
C 0.12192 -2.87141 -3.14863 -0.408 1.871 -0.484 -0.32
O -0.14708 -3.71141 -2.04063 2.312 0.113 -1.026 -0.05
H 2.03892 -3.56541 -3.64063 0.250 0.450 0.108 0.09
H 2.12992 -2.31841 -2.42063 0.293 0.253 1.477 0.02
H 1.76292 -1.86041 -4.01963 0.201 0.617 -0.842 0.07
H -0.27508 -3.19341 -4.14363 0.315 -0.630 0.755 0.12
H -0.42208 -1.88641 -3.05563 0.449 -0.636 0.427 0.10
H -1.06508 -3.72241 -1.96863 -2.413 -0.319 0.544 0.02
C -3.84208 4.44459 1.05937 -2.499 -0.475 -1.242 -0.07
C -3.73308 3.62059 -0.24763 1.658 0.851 0.900 -0.31
O -3.45208 2.28259 0.05137 0.373 -0.901 0.227 -0.10
H -4.53408 3.98159 1.79637 -0.280 0.230 -0.815 0.08
H -4.17108 5.46059 0.82437 0.069 -0.032 0.275 0.08
H -2.98208 4.43859 1.62537 2.445 0.249 0.696 0.02
H -2.88508 4.00159 -0.87663 -0.520 -0.321 0.649 0.12
H -4.57808 3.66259 -0.88163 -1.296 0.350 -0.470 0.09
H -4.20408 1.91259 0.53037 0.101 0.037 -0.119 0.10
C -0.39608 0.76859 -1.54763 0.874 -0.990 -0.638 -0.05
C 0.62392 -0.20541 -0.96963 -1.399 0.514 -0.402 -0.27
O 0.88992 0.29759 0.29037 -1.483 2.317 0.114 -0.10
H -0.02408 1.69859 -1.90163 0.930 0.782 -0.270 0.07
H -1.17008 1.02359 -0.87563 -0.928 -0.140 0.987 0.05
H -0.79808 0.27159 -2.39063 -0.873 -0.341 -1.071 0.05
H 1.51292 -0.31141 -1.61563 -0.283 -0.051 0.317 0.12
H 0.10492 -1.14741 -0.77763 0.306 -0.431 -0.786 0.09
H 1.59592 -0.14341 0.65437 2.765 -1.761 1.519 0.00
C -3.82708 0.59859 -2.40363 1.189 0.237 -0.959 -0.20
O -5.13308 1.12459 -2.36363 -1.159 -1.243 -0.436 -0.13
H -3.53808 0.09659 -1.47663 -0.079 -0.072 -0.121 0.06
H -3.14008 1.44959 -2.55763 -0.281 -0.330 0.293 0.07
H -3.64608 -0.06041 -3.29163 -0.333 0.225 0.697 0.09
H -5.73708 0.38259 -2.61663 0.632 1.131 0.440 0.10
C 4.65592 -1.60541 -1.86863 0.799 1.187 0.872 -0.17
O 4.77292 -2.67841 -0.96463 0.361 -0.754 0.766 -0.13
H 4.59492 -1.94041 -2.87763 -0.294 -0.674 -0.749 0.06
H 5.60792 -1.03041 -1.83863 -0.833 0.270 0.022 0.09
H 3.75192 -1.00541 -1.62363 0.805 -0.074 -0.150 0.06
H 5.48492 -2.52741 -0.31163 -0.663 0.012 -0.826 0.09
C 0.83592 0.52859 3.36437 0.019 0.540 -0.594 -0.11
O 0.16992 -0.61841 3.89237 0.293 0.383 0.930 -0.13
H 1.68692 0.14059 2.77737 -0.134 0.570 0.365 0.06
H 1.15892 1.30859 4.12037 -0.274 -1.172 -0.672 0.11
H 0.11692 0.98959 2.67937 0.403 0.258 -0.018 0.07
H 0.01092 -0.40341 4.81437 -0.263 -0.466 0.109 0.09
C 3.88892 0.85559 0.73737 0.569 2.483 -1.819 -0.18
O 3.54692 -0.44741 0.84737 -0.656 -2.903 0.929 -0.16
H 3.93092 1.38659 1.67637 -0.177 0.334 0.385 0.09
H 3.18692 1.37059 0.01637 0.682 -0.448 0.989 0.11
H 4.87092 0.85559 0.28137 0.505 0.797 -0.197 0.08
H 4.28792 -0.93141 1.26037 -0.857 0.162 -0.291 0.11